# 1
The following is a DFT calculation (ωB97M-V/def2-TZVPD) of a 2-piece molecular cluster, C25H31Br2OSi overall.

Structure (XYZ):
```
60
Properties=species:S:1:pos:R:3:forces:R:3
C -0.89655 0.86402 2.80338 0.1 0.0 0.1
Si 0.14447 -0.53156 2.16109 -1.1 0.0 -0.8
C 1.90221 0.00058 1.86020 0.6 0.1 0.1
C -0.02546 -2.05207 3.21580 0.2 -0.1 0.2
O -0.57240 -0.85891 0.65677 0.4 0.1 0.7
C -0.06099 -1.80137 -0.19845 1.1 0.7 -1.1
C 0.84149 -1.42420 -1.14580 -1.0 -0.2 1.4
C 1.44279 -2.34365 -2.15286 0.3 -0.1 -0.6
C 0.48167 -3.20718 -2.99588 0.3 0.2 0.1
C -0.17252 -4.34279 -2.21073 -0.1 0.1 -0.5
C -1.19380 -3.87111 -1.19081 -0.1 -0.3 0.2
C -0.55268 -3.21047 0.02657 0.1 0.1 0.1
H -0.57857 1.19245 3.79861 -0.1 0.0 -0.1
H -0.83423 1.71732 2.12091 -0.1 -0.1 0.1
H -1.94111 0.54156 2.86135 0.1 0.1 0.0
H 2.41586 0.21902 2.80870 -0.1 0.0 -0.1
H 2.47518 -0.77477 1.33028 -0.2 0.1 0.1
H 1.91581 0.91374 1.24509 0.0 -0.2 0.1
H 0.37652 -1.87415 4.22266 -0.1 -0.1 -0.2
H -1.08819 -2.31585 3.31417 0.3 0.1 0.0
H 0.50557 -2.90797 2.77779 -0.1 0.1 0.1
H 1.22767 -0.39492 -1.14098 -0.5 -0.4 0.1
H 2.02253 -1.69967 -2.83648 -0.1 -0.4 0.2
H 2.15551 -3.01669 -1.64967 0.0 0.0 -0.2
H -0.28589 -2.56575 -3.44370 0.0 0.0 0.1
H 1.05096 -3.63235 -3.83061 0.0 0.0 0.1
H -0.66298 -5.01014 -2.92677 0.0 0.0 0.1
H 0.61072 -4.92757 -1.71438 -0.1 0.0 0.0
H -1.89797 -3.17208 -1.65191 0.0 -0.1 0.0
H -1.77873 -4.73525 -0.84497 0.1 0.2 -0.1
H 0.32624 -3.80520 0.33258 -0.3 0.0 0.0
H -1.26500 -3.21000 0.86103 0.2 0.1 -0.2
Br 6.88365 4.99965 -0.72898 -0.1 -0.6 0.2
C 6.72418 3.25541 -0.02334 -0.1 -0.5 0.5
C 5.50050 2.81118 0.51516 0.2 -0.2 0.0
C 5.38094 1.51635 1.01467 0.3 -0.3 -0.2
C 6.47773 0.59772 0.99420 0.1 0.6 -0.4
C 6.33455 -0.77095 1.41352 0.7 0.0 0.4
C 7.40357 -1.68408 1.45129 0.2 -0.2 -0.2
C 7.40130 -2.93013 2.08265 -0.3 0.3 -0.4
C 8.51604 -3.83956 2.14261 0.6 -0.2 -0.1
C 8.35725 -5.15376 2.66613 0.2 0.2 0.0
C 9.41172 -6.06862 2.69364 0.0 0.4 -0.1
C 10.67978 -5.69527 2.20471 -0.7 0.3 0.0
Br 12.10130 -6.93855 2.23216 -0.4 0.4 0.0
C 10.86990 -4.40147 1.68959 -0.5 0.3 0.1
C 9.81296 -3.48523 1.66632 0.1 -0.7 0.2
C 7.72635 1.11386 0.52652 -0.3 0.3 -0.2
C 7.84365 2.40459 0.01620 -0.2 -0.4 0.1
H 4.64547 3.48275 0.52052 0.2 -0.2 0.0
H 4.43127 1.17792 1.42981 0.1 0.1 -0.2
H 5.35334 -1.09686 1.77028 0.2 0.1 0.0
H 8.32382 -1.41095 0.92412 -0.4 0.0 0.4
H 6.46899 -3.26610 2.55060 0.3 0.1 -0.1
H 7.38217 -5.44035 3.06418 0.3 0.0 -0.1
H 9.26153 -7.06601 3.09781 0.0 0.2 -0.1
H 11.84650 -4.11331 1.31494 -0.1 0.0 0.1
H 9.99947 -2.48151 1.29865 0.1 -0.2 0.0
H 8.61218 0.48326 0.54977 -0.2 0.3 -0.1
H 8.79513 2.75089 -0.36939 -0.1 0.0 0.1
```
Forces are in eV/Å.

Net charge = +1
Orbital gap = 4.15 eV
Calculated total energy = -176432.288 eV
LUMO = -5.9 eV
Multiplicity = 1
F_max = 0.034 Eh/bohr
HOMO level = -10.1 eV

Charges computed using Löwdin, reported in e: -0.15, 0.42, -0.18, -0.16, -0.15, -0.34, -0.05, -0.21, -0.20, -0.22, -0.20, -0.14, 0.04, 0.04, 0.04, 0.04, 0.03, 0.04, 0.04, 0.05, 0.03, 0.11, 0.11, 0.11, 0.12, 0.11, 0.11, 0.11, 0.12, 0.11, 0.12, 0.11, 0.83, -0.65, -0.09, 0.02, -0.19, 0.07, -0.06, 0.06, -0.20, 0.00, -0.09, -0.65, 0.82, -0.09, 0.01, 0.01, -0.09, 0.11, 0.10, 0.13, 0.10, 0.14, 0.13, 0.11, 0.11, 0.11, 0.11, 0.11



# 2
The following is a DFT calculation (ωB97M-V/def2-TZVPD) of C25H31BrN10O6Sr as an isolated structure.

Structure (XYZ):
```
74
Properties=species:S:1:pos:R:3:forces:R:3
Sr -0.12743 0.22729 0.39032 -0.4 0.6 -0.8
N -0.09746 -1.87761 -1.29980 0.1 -0.4 0.2
C -0.97078 -3.00756 -0.96150 0.0 0.2 -0.1
C -1.11464 -3.15144 0.54619 0.0 0.2 0.1
N -1.65963 -1.96476 1.23047 -0.1 0.1 0.0
C -1.42843 -2.09589 2.68198 0.0 0.0 -0.2
C -1.55639 -0.78866 3.44569 0.0 0.2 -0.1
N -0.42547 0.10326 3.13032 0.0 -0.3 0.2
C -3.08837 -1.74131 0.91302 0.1 -0.1 0.1
C -3.43734 -0.35124 0.38218 0.2 -0.2 -0.1
N -2.61160 -0.02196 -0.79347 -0.3 0.1 0.2
H 0.09999 -1.81966 -2.29030 -0.1 0.0 0.0
H 0.79571 -1.98488 -0.82125 0.0 -0.1 -0.1
H -0.60322 -3.96782 -1.33992 0.0 0.0 0.0
H -1.94561 -2.84382 -1.42988 0.0 0.0 0.0
H -0.12130 -3.32290 0.96607 0.0 0.0 0.0
H -1.72566 -4.03987 0.76447 0.0 0.0 0.0
H -0.41157 -2.47295 2.81490 0.0 0.0 0.0
H -2.11466 -2.84080 3.11092 0.0 0.0 0.0
H -1.62336 -1.01995 4.51336 0.0 0.0 0.0
H -2.48500 -0.27786 3.17696 0.0 0.0 0.0
H 0.42165 -0.31179 3.51596 0.0 0.0 0.0
H -0.53852 1.00136 3.58738 -0.1 0.0 0.0
H -3.69568 -1.93308 1.80494 0.0 0.0 0.0
H -3.39841 -2.49044 0.17741 0.0 0.0 0.0
H -3.23911 0.40861 1.13902 0.1 0.0 0.0
H -4.51089 -0.33134 0.16615 0.0 0.0 0.0
H -2.81605 0.92136 -1.10491 0.0 0.0 0.0
H -2.82010 -0.64056 -1.56846 0.0 0.0 0.0
O 3.83988 4.82453 -5.56977 0.1 0.1 0.0
N 2.70401 4.49139 -5.31734 -0.2 -0.4 0.2
O 1.71233 4.91697 -5.87595 0.0 0.0 0.1
C 2.51410 3.42125 -4.28741 -0.3 0.7 -0.3
C 3.50083 2.52377 -4.21178 0.1 -0.4 0.2
C 3.38615 1.41201 -3.30932 0.3 0.2 -0.3
C 4.41352 0.45954 -3.19463 0.0 0.0 0.0
C 4.26542 -0.56415 -2.30525 0.0 -0.1 0.1
C 3.08306 -0.62785 -1.54901 0.0 0.0 0.1
N 2.09542 0.23826 -1.65113 0.1 0.2 -0.3
C 2.24634 1.26538 -2.52194 -0.5 0.0 0.3
C 1.19003 2.28172 -2.59710 0.0 -0.5 0.3
N 0.12538 2.12543 -1.77240 0.2 0.2 -0.1
C -0.78981 3.06996 -1.76395 0.0 -0.1 0.1
C -0.72791 4.21478 -2.56564 -0.1 0.0 0.1
C 0.32063 4.36913 -3.42328 0.2 -0.1 -0.1
C 1.32124 3.37495 -3.46749 0.2 0.1 -0.1
H 4.37778 2.63025 -4.83547 0.0 0.0 0.0
H 5.30709 0.55768 -3.79944 0.0 0.0 0.0
H 5.03342 -1.31174 -2.16419 0.0 0.0 0.0
H 2.95048 -1.40520 -0.80272 0.0 0.0 0.0
H -1.60547 2.93458 -1.06211 0.0 0.0 0.0
H -1.50303 4.96458 -2.48957 0.0 0.0 0.0
H 0.38967 5.23981 -4.05181 0.0 0.1 -0.1
N 2.16077 1.46476 1.14766 0.0 -0.1 0.2
N 2.83102 0.49749 1.92525 0.1 -0.1 0.0
C 2.33602 -0.82518 2.03381 -0.5 0.0 -0.5
O 2.69862 -1.48512 3.00100 0.1 0.0 0.2
O 1.53121 -1.20278 1.09891 1.0 -0.4 0.5
H 2.81189 1.91030 0.51414 0.0 0.0 0.0
H 1.72471 2.19464 1.70789 0.0 0.0 0.0
H 3.31593 0.81395 2.75010 0.0 0.0 0.0
Br -5.57885 3.27804 4.49086 -0.2 -0.1 0.1
C -4.01550 4.05572 3.78585 0.1 0.1 -0.1
C -3.70982 5.37220 4.09052 0.1 0.1 0.0
N -2.61813 5.98353 3.63020 -0.1 -0.2 0.0
C -1.79856 5.27188 2.85596 0.0 0.1 0.1
C -2.03188 3.95143 2.49073 0.0 0.1 0.0
C -3.17472 3.33011 2.96586 0.0 0.0 0.0
C -1.05358 3.20669 1.61130 0.1 -0.3 -0.1
O 0.07216 3.69207 1.44229 0.0 0.0 0.0
O -1.47701 2.10630 1.12841 -0.3 0.5 0.1
H -4.37174 5.94658 4.72774 0.0 0.0 0.0
H -0.90258 5.76045 2.49414 0.0 0.0 0.0
H -3.38956 2.30732 2.68827 0.0 0.0 0.0
```
Forces are in eV/Å.

Orbital gap = 7.80 eV
Calculated total energy = -124495.733 eV
LUMO = -1.0 eV
Multiplicity = 1
F_max = 0.023 Eh/bohr
HOMO level = -8.8 eV

Charges computed using Löwdin, reported in e: 1.41, -0.05, -0.24, -0.20, -0.20, -0.19, -0.22, -0.01, -0.18, -0.24, -0.03, 0.08, 0.03, 0.11, 0.10, 0.12, 0.13, 0.12, 0.13, 0.12, 0.10, 0.08, 0.09, 0.12, 0.11, 0.08, 0.12, 0.07, 0.08, 0.09, -0.34, 0.08, -0.07, 0.06, -0.13, 0.00, -0.03, -0.11, 0.10, -0.14, -0.13, 0.10, -0.12, -0.02, 0.01, -0.06, 0.13, 0.12, 0.11, 0.10, 0.10, 0.12, 0.11, -0.03, -0.02, -0.78, 0.01, -0.30, 0.08, 0.06, 0.13, 0.74, -0.68, -0.19, 0.07, -0.08, -0.11, -0.06, -0.65, 0.00, -0.24, 0.10, 0.12, 0.10



# 3
The following is a DFT calculation (ωB97M-V/def2-TZVPD) of C25H31Cl2NO4Ru as an isolated structure.

Structure (XYZ):
```
64
Properties=species:S:1:pos:R:3:forces:R:3
C 0.83471 -1.58982 -1.78837 -0.1 1.9 -0.9
C 1.72784 -0.49486 -1.80342 -0.6 -0.7 -0.1
C 1.00067 0.69618 -1.66608 -1.2 -0.8 -0.1
C 3.17718 -0.58749 -2.10990 0.5 0.0 0.4
C -0.40889 0.38116 -1.56971 1.3 -1.2 -0.9
C -0.53271 -1.05245 -1.81406 1.2 1.1 0.3
C -1.71406 -1.72800 -2.39097 -0.2 -0.6 -0.6
C 1.22454 -2.98720 -2.00014 0.3 -0.8 0.3
C 1.56429 2.04654 -1.82816 0.4 0.6 0.4
C -1.50364 1.34774 -1.72920 -0.6 0.7 -0.1
Ru -0.74352 -0.96807 0.31612 1.3 0.8 3.2
Cl 3.49164 -0.85143 1.62641 1.3 0.6 -0.1
Cl 0.99294 -2.29550 1.69694 -2.0 0.0 -0.9
O -2.44932 -0.21348 0.85089 -0.6 0.8 0.7
H 3.61778 -1.43390 -1.57186 0.1 0.2 0.0
H 3.69917 0.31897 -1.77907 0.0 -0.3 0.0
H 3.36447 -0.71942 -3.19113 -0.1 0.0 0.2
H 2.42712 2.17944 -1.16385 -0.1 0.1 0.0
H 0.82996 2.82401 -1.60725 0.1 0.0 0.0
H 1.92603 2.21520 -2.85449 -0.1 -0.1 0.1
H -1.21038 2.32795 -1.32343 -0.2 -0.3 0.0
H -2.39586 1.00956 -1.19122 0.1 0.2 -0.1
H -1.75239 1.48614 -2.79426 -0.1 0.1 0.1
H -2.58023 -1.04699 -2.39406 0.2 -0.3 -0.2
H -1.95323 -2.58609 -1.74429 -0.2 0.2 -0.7
H -1.47825 -2.10371 -3.39857 -0.2 0.3 0.0
H 2.09261 -3.22707 -1.36678 -0.3 0.0 -0.1
H 1.50822 -3.18791 -3.04793 -0.1 0.0 0.2
H 0.40191 -3.64385 -1.70435 0.1 -0.1 -0.1
H -2.32688 -0.04717 1.82902 0.1 -0.1 -0.7
O -1.90967 -2.37115 0.05385 -2.6 -1.3 1.2
H -2.79267 -2.01957 0.46213 2.4 -0.7 -0.8
C -4.70264 1.08783 4.05108 -0.2 -0.1 0.0
C -3.77336 2.08980 3.42921 0.1 0.6 -0.5
C -4.07819 2.63189 2.17260 -0.2 -0.4 0.2
C -3.20507 3.51372 1.53446 -0.3 0.5 -0.1
C -2.00162 3.84434 2.13262 0.0 -0.5 0.4
C -1.64925 3.22420 3.35774 -0.4 0.1 -0.7
N -0.34021 3.39123 3.79283 0.5 1.8 0.1
C 0.50524 2.45642 4.37055 0.4 -0.5 0.5
C 1.42949 2.87137 5.34696 -0.6 0.6 -0.2
C 2.10855 1.92932 6.08239 0.7 -0.5 0.4
C 1.93622 0.55742 5.83262 -0.1 0.2 -0.1
C 1.10716 0.15507 4.79037 0.3 -0.2 0.2
C 0.42684 1.10859 4.03859 0.1 0.1 -0.6
C -0.37216 0.58978 2.85455 -1.0 -1.0 0.6
O -1.34905 -0.14211 3.22536 0.9 0.8 -0.6
O -0.00796 0.83964 1.66815 -0.2 -0.5 0.3
C -2.58579 2.45663 4.08304 0.2 0.3 -0.8
C -2.31777 1.98938 5.47525 0.0 -0.4 0.2
H -4.18996 0.12593 4.20248 -0.1 0.3 0.0
H -5.08330 1.42905 5.02524 0.1 -0.1 -0.2
H -5.55801 0.91853 3.38496 0.1 0.0 0.2
H -5.01943 2.31853 1.69395 0.6 0.2 0.1
H -3.47486 3.94374 0.55548 0.2 -0.3 0.6
H -1.27383 4.51425 1.65451 -0.3 -0.5 0.1
H 0.07983 4.31141 3.63954 -0.4 -0.7 0.0
H 1.54835 3.95711 5.52506 -0.1 -0.7 0.1
H 2.80799 2.25873 6.86378 -0.3 -0.2 -0.3
H 2.46978 -0.19020 6.41821 -0.1 0.2 -0.1
H 0.99280 -0.90487 4.52579 0.1 0.5 0.0
H -1.97495 0.94208 5.46269 0.0 0.3 0.1
H -1.57303 2.60661 5.98083 0.0 -0.1 -0.1
H -3.24904 2.02512 6.05423 0.2 0.0 0.0
```
Forces are in eV/Å.

Net charge = -2
Orbital gap (alpha / beta) = 5.09 / 5.06 eV
Calculated total energy = -63734.226 eV
LUMO (alpha / beta) = 4.8 / 4.8 eV
Multiplicity = 5
F_max = 0.070 Eh/bohr
HOMO level (alpha / beta) = -0.3 / -0.3 eV

Charges computed using Löwdin, reported in e: -0.26, -0.24, -0.20, -0.07, -0.33, -0.40, -0.09, -0.07, -0.04, -0.09, 1.42, -0.73, -0.24, -0.42, 0.06, 0.07, 0.07, 0.09, 0.06, 0.08, 0.07, 0.05, 0.08, 0.08, 0.05, 0.08, 0.08, 0.08, 0.08, -0.02, -0.47, 0.07, -0.06, -0.25, -0.07, -0.11, -0.03, -0.21, 0.08, -0.23, -0.06, -0.12, -0.09, -0.01, -0.08, -0.62, -0.07, -0.09, -0.18, -0.03, 0.09, 0.07, 0.07, 0.10, 0.10, 0.11, 0.14, 0.10, 0.09, 0.09, 0.11, 0.09, 0.08, 0.07



# 4
The following is a DFT calculation (ωB97M-V/def2-TZVPD) of C25H31CrN16S2Si as an isolated structure.

Structure (XYZ):
```
76
Properties=species:S:1:pos:R:3:forces:R:3
Cr -0.03809 0.48644 0.21541 0.3 0.2 0.2
N -0.13227 3.46678 2.02548 0.1 0.1 0.1
C -0.36254 2.29724 2.70787 0.2 -0.1 0.1
N -0.71354 2.29502 3.98576 0.0 0.1 -0.1
N -0.91646 0.99013 4.26460 0.0 -0.1 0.1
N -0.70651 0.26274 3.22734 0.0 -0.2 0.0
N -0.33538 1.06297 2.19722 0.0 0.2 -0.2
C 0.24254 3.55873 0.70066 0.0 -0.1 -0.2
N 0.52376 4.70874 0.11033 0.0 -0.1 0.1
N 0.76180 4.35653 -1.16990 0.0 0.2 -0.2
N 0.62732 3.08845 -1.32969 0.1 -0.1 0.0
N 0.30080 2.53284 -0.14035 0.0 0.0 0.2
H 0.01839 4.28543 2.58989 0.0 0.0 0.0
C -5.06011 -0.48777 -0.23412 0.0 0.0 0.0
C -3.96198 -1.50742 -0.39684 0.0 0.0 0.0
C -4.21388 -2.74192 -0.97933 0.0 0.0 0.0
C -3.12970 -3.61116 -1.11146 0.0 -0.1 0.0
C -1.88917 -3.23810 -0.66576 0.0 0.0 -0.1
C -1.70163 -1.95981 -0.05976 -0.2 -0.2 0.1
N -2.76697 -1.13636 0.04982 0.0 0.1 0.0
N -0.50578 -1.53198 0.39112 0.1 0.1 0.3
Si 0.66886 -2.66306 0.98431 0.0 0.0 -0.3
C -0.22500 -4.12656 1.81007 0.1 0.0 0.0
C 1.78411 -3.36514 -0.37752 0.1 0.0 0.1
C 1.82716 -2.05294 2.31649 -0.1 0.0 0.0
H -6.03730 -0.90684 -0.48338 0.0 0.0 0.0
H -4.87682 0.37193 -0.88223 0.0 0.0 0.0
H -5.07724 -0.11763 0.79189 0.0 0.0 0.0
H -5.20587 -3.00393 -1.32505 0.0 0.0 0.0
H -3.25965 -4.58188 -1.58153 0.0 0.0 0.0
H -1.04029 -3.89148 -0.80722 0.0 0.0 0.0
H -0.65385 -4.85832 1.12670 0.0 0.0 0.0
H -1.02956 -3.74409 2.44238 0.0 0.0 0.0
H 0.48887 -4.64298 2.45790 0.0 0.0 0.0
H 1.23143 -3.79818 -1.21285 0.0 0.0 0.0
H 2.44837 -4.13236 0.03433 0.0 0.0 0.0
H 2.41355 -2.55823 -0.75734 0.0 0.1 0.0
H 1.27701 -1.63593 3.16070 0.0 0.1 0.0
H 2.52731 -1.31487 1.93533 0.1 0.0 0.0
H 2.39426 -2.92079 2.67033 0.0 0.0 0.0
N 0.31570 -1.39678 -2.55639 0.3 0.3 0.1
C -0.56161 -0.39247 -2.79179 0.0 -0.1 0.1
N -0.96344 0.42070 -1.85682 0.1 -0.2 0.0
C -1.91446 1.29849 -2.30728 0.0 -0.1 -0.4
C -2.23458 1.18292 -3.62117 0.1 0.0 0.2
S -1.31825 -0.10375 -4.33253 0.0 0.1 0.0
C -2.54077 2.17676 -1.32502 -0.3 0.4 0.0
C -3.30826 3.27161 -1.57112 0.1 -0.2 0.1
S -3.95466 3.86913 -0.08340 0.0 0.0 -0.1
C -3.10229 2.60738 0.76247 0.1 -0.2 0.1
N -2.39778 1.83970 0.00026 -0.1 -0.1 -0.1
N -3.27262 2.38305 2.10860 -0.1 0.1 0.0
H 0.90756 -1.15372 -1.72635 -0.2 0.0 -0.1
H 0.87302 -1.67452 -3.34807 -0.1 0.0 -0.1
H -2.97868 1.72588 -4.17499 0.0 0.0 0.0
H -3.49494 3.75868 -2.51128 0.0 0.0 0.0
H -3.18202 3.19458 2.70294 0.0 0.0 0.0
H -2.68697 1.62176 2.43198 -0.1 -0.1 0.0
C 2.97861 1.36098 2.16860 0.0 0.0 0.0
C 3.69872 0.91496 0.93204 0.0 0.0 0.0
C 5.08121 0.99703 0.93175 0.0 0.0 0.1
C 5.86103 0.70867 -0.17895 0.1 0.0 0.0
C 5.18811 0.39287 -1.35141 0.0 0.1 0.0
C 3.81212 0.29466 -1.40607 -0.1 0.0 0.1
C 3.16852 0.07058 -2.73996 0.0 -0.1 0.0
C 2.98559 0.43818 -0.22745 -0.1 -0.4 0.0
N 1.69622 0.06173 -0.26227 0.1 0.2 -0.3
H 3.69615 1.55868 2.96875 0.0 0.0 0.0
H 2.25383 0.63687 2.52741 -0.1 -0.1 0.0
H 2.43804 2.28735 1.98478 -0.2 0.2 0.0
H 5.56292 1.32000 1.85158 0.0 0.0 0.0
H 6.94090 0.78689 -0.14642 0.0 0.0 0.0
H 5.74754 0.25138 -2.27375 0.0 0.0 0.0
H 3.81823 0.43240 -3.54118 0.0 0.0 0.0
H 2.22699 0.61307 -2.78364 -0.2 0.0 0.0
H 2.96436 -0.98995 -2.93544 0.0 0.0 0.0
```
Forces are in eV/Å.

Net charge = -2
Orbital gap (alpha / beta) = 4.44 / 4.92 eV
Calculated total energy = -108243.997 eV
LUMO (alpha / beta) = 4.0 / 3.9 eV
Multiplicity = 4
F_max = 0.009 Eh/bohr
HOMO level (alpha / beta) = -0.5 / -1.0 eV

Charges computed using Löwdin, reported in e: 0.69, 0.14, -0.53, 0.01, -0.11, -0.05, -0.06, -0.50, 0.01, -0.11, -0.05, -0.06, 0.13, -0.04, -0.36, -0.09, -0.11, -0.07, -0.44, 0.15, -0.14, 0.40, -0.18, -0.18, -0.17, 0.06, 0.06, 0.07, 0.08, 0.09, 0.07, 0.01, 0.03, 0.01, 0.01, 0.02, 0.01, 0.02, 0.00, 0.02, 0.10, -0.68, 0.04, -0.34, -0.36, 1.01, -0.35, -0.36, 1.00, -0.70, 0.08, 0.11, 0.04, 0.08, 0.06, 0.06, 0.08, 0.06, -0.06, -0.23, -0.11, -0.16, -0.12, -0.24, -0.08, -0.32, -0.10, 0.07, 0.04, 0.06, 0.09, 0.07, 0.09, 0.07, 0.06, 0.06



Relative energy (zero: lowest compared OMol25 entry of this formula, charge and spin)? In order: 0.0, 18.4, 76.5, 151.6 kJ/mol.